(1)
The following is a quantum chemistry calculation of an isolated molecule of C4H6O2, from the OMol25 dataset.

The geometry in ORCA input format:
```
! RIJCOSX wB97M-V def2-TZVPD def2/J DEFGRID3
* xyz 0 1
O 0.393 -2.001 1.133
O 1.797 1.647 -0.464
C 0.676 1.386 -0.094
C 0.168 -0.032 -0.241
C -1.338 -0.278 -0.342
C 0.849 -0.946 0.772
H -1.727 -0.099 -1.348
H -1.907 0.356 0.351
H 0.759 -0.286 -1.132
H 0.033 2.171 0.347
H 1.852 -0.602 1.089
H -1.556 -1.316 -0.071
*
```

Properties
Orbital gap ... 10.53 eV
SMILES string ... CC(C=O)C=O
E_HOMO ... -10.11 eV
Relative energy (zero: lowest compared OMol25 entry of this formula, charge and spin) ... 27.8 kcal per mole

Results of the Löwdin charge analysis, in e, for atoms 1 through 4: O 0.067; O 0.057; C -0.233; C -0.294

(2)
The following is a quantum chemistry calculation of an isolated molecule of C4H8ClNO2, from the OMol25 dataset.

The geometry in ORCA input format:
```
! RIJCOSX wB97M-V def2-TZVPD def2/J DEFGRID3
* xyz 0 1
Cl -2.627 -0.084 0.378
O 0.303 1.758 1.114
O 1.831 -1.162 0.779
N -0.392 -1.404 0.035
C -1.244 -0.516 -0.690
C -0.432 0.743 -1.010
C 0.562 -0.591 0.788
C 0.606 0.811 0.126
H 0.178 -0.460 1.810
H -1.057 1.634 -1.037
H 0.344 2.642 0.732
H 1.837 -1.929 1.361
H 0.104 -2.038 -0.582
H 0.059 0.617 -1.976
H -1.691 -0.996 -1.561
H 1.619 0.974 -0.268
*
```

Properties
Orbital gap ... 10.36 eV
SMILES string ... O[C@@H]1C[C@H](Cl)N[C@H]1O
E_HOMO ... -9.58 eV
Relative energy (zero: lowest compared OMol25 entry of this formula, charge and spin) ... 0.5 kcal per mole

Results of the Löwdin charge analysis, in e, for atoms 1 through 4: Cl 0.603; O -0.021; O 0.011; N -0.023

(3)
The following is a quantum chemistry calculation of a structure of composition C34H43N6OP2STi in a non-equilibrium geometry, from the OMol25 dataset.

The geometry in ORCA input format:
```
! RIJCOSX wB97M-V def2-TZVPD def2/J DEFGRID3
* xyz 1 1
Ti -1.478 0.914 1.445
S 0.985 0.421 -2.003
P -2.099 -0.942 -0.514
P -4.077 1.278 0.831
O 4.676 0.965 -5.086
N 0.637 0.699 1.512
N -0.818 2.716 1.253
N 0.451 2.976 0.951
N 3.204 0.617 -3.419
N 3.152 -1.057 -1.786
N -2.086 1.680 3.127
C 2.715 -3.300 -5.265
C -2.863 0.956 5.382
C -4.708 -0.057 -0.270
C -2.960 5.269 3.728
C 2.585 1.918 0.775
C -3.159 -0.113 6.217
C -5.172 1.167 2.279
C 2.779 -0.357 1.514
C 2.745 -1.984 -4.829
C 3.364 0.823 1.013
C 4.013 0.164 -4.478
C -2.995 3.892 3.920
C 1.198 1.853 1.039
C 4.786 -2.906 -1.947
C 4.567 -1.413 -1.756
C 2.525 -0.072 -2.429
C 5.068 -3.194 -5.768
C 5.097 -1.872 -5.356
C -2.244 3.070 3.081
C -2.448 0.731 4.068
C -2.318 -0.610 3.652
C -1.529 3.668 2.019
C -2.244 -0.491 -2.275
C 6.267 -3.254 -1.911
C -1.304 -2.578 -0.536
C 1.431 -0.370 1.735
C -3.855 -1.318 -0.100
C -2.187 5.843 2.729
C -4.569 2.841 0.045
C 3.877 -3.908 -5.721
C -2.604 -1.671 4.493
C 3.941 -1.273 -4.866
C -3.043 -1.426 5.786
C -1.453 5.040 1.868
H 1.784 -3.851 -5.257
H -0.245 -2.454 -0.761
H 3.373 -1.232 1.737
H -2.919 1.961 5.770
H 1.837 -1.505 -4.483
H 6.423 -4.323 -2.044
H -1.948 -0.891 2.650
H -3.901 -1.677 0.934
H -2.484 -2.687 4.140
H -5.758 -0.256 -0.047
H -0.839 5.457 1.081
H 4.253 -3.447 -1.158
H -3.475 0.091 7.231
H 2.907 1.577 -3.529
H 2.988 2.849 0.403
H -5.619 2.824 -0.250
H -1.405 -3.044 0.445
H -4.668 0.299 -1.302
H -6.209 1.321 1.979
H 4.430 0.866 0.832
H 5.102 -0.843 -2.510
H 5.969 -3.666 -6.138
H -3.275 -2.245 6.451
H -1.299 -0.689 -2.777
H -5.073 0.189 2.752
H 0.933 -1.254 2.119
H 4.345 -3.216 -2.895
H -2.154 6.919 2.622
H -2.458 0.570 -2.395
H 6.805 -2.739 -2.709
H -4.215 -2.128 -0.739
H 2.567 -1.513 -1.101
H -4.892 1.928 3.007
H -4.409 3.654 0.755
H 6.007 -1.288 -5.412
H 6.722 -2.966 -0.961
H -3.948 3.031 -0.831
H -3.538 5.903 4.387
H 4.975 -1.103 -0.787
H -3.038 -1.079 -2.740
H -1.758 -3.230 -1.283
H -3.597 3.485 4.717
H 3.853 -4.937 -6.054
*
```

Properties
Orbital gap (alpha / beta) ... 6.18 / 6.23 eV
E_HOMO (alpha / beta) ... -9.46 / -9.47 eV
Relative energy (zero: lowest compared OMol25 entry of this formula, charge and spin) ... 56.6 kcal per mole

Results of the Löwdin charge analysis, in e, for atoms 1 through 4: Ti 0.834; S 0.696; P 0.787; P 0.852

(4)
The following is a quantum chemistry calculation of a cluster of 11 separate species, H22O11 in total in a non-equilibrium geometry, from the OMol25 dataset.

The geometry in ORCA input format:
```
! RIJCOSX wB97M-V def2-TZVPD def2/J DEFGRID3
* xyz 0 1
O -1.471 1.890 -0.936
O 2.742 -0.164 -3.280
O 0.904 2.770 3.276
O -1.788 2.788 -3.842
O -3.247 0.469 0.686
O 2.015 3.300 0.230
O -1.012 -2.730 3.017
O 1.421 0.507 -0.665
O 2.433 -3.865 0.746
O -0.999 -3.384 -0.832
O -0.660 -1.178 1.003
H -1.274 -3.218 0.093
H 1.601 3.047 2.694
H -1.199 3.512 -4.065
H 1.536 -3.592 0.902
H -1.741 2.137 -4.546
H 1.992 2.431 0.678
H 1.020 3.397 -0.058
H -0.757 -1.273 1.947
H -1.591 -4.070 -1.136
H 2.373 -4.742 0.379
H 0.519 0.785 -0.843
H 0.236 -0.964 0.769
H 1.928 1.133 -1.174
H -0.797 -3.485 2.448
H 2.065 -0.185 -2.556
H 0.976 2.645 4.227
H -2.946 1.306 1.023
H -0.937 -3.040 3.925
H -1.920 2.162 -1.789
H 3.456 -0.816 -3.131
H -1.878 2.639 -0.496
H -3.002 -0.212 1.307
*
```

Properties
Orbital gap ... 10.59 eV
SMILES string ... O.O.O.O.O.O.O.O.O.O.O
E_HOMO ... -10.43 eV
Relative energy (zero: lowest compared OMol25 entry of this formula, charge and spin) ... 63.6 kcal per mole

Results of the Löwdin charge analysis, in e, for atoms 1 through 4: O -0.065; O -0.094; O -0.058; O -0.042

(5)
The following is a quantum chemistry calculation of a structure of composition C19H15Cl5NO2PPbS in a non-equilibrium geometry, from the OMol25 dataset.

The geometry in ORCA input format:
```
! RIJCOSX wB97M-V def2-TZVPD def2/J DEFGRID3
* xyz 1 2
Pb 2.583 -1.044 18.453
Cl 10.186 -3.106 16.245
Cl 8.105 -2.034 14.185
Cl 6.634 -2.768 20.231
Cl 9.355 -3.922 19.023
Cl 5.305 -1.131 15.200
S 3.872 0.368 20.150
P 2.453 1.262 16.662
O 0.953 0.255 19.545
O 4.982 -1.584 18.124
N 1.351 1.368 20.142
C 6.418 -1.864 16.277
C 3.090 1.279 13.929
C 2.253 -0.415 12.423
C 1.335 -0.849 13.371
C 3.079 0.691 12.662
C 0.686 3.381 21.226
C 7.663 -2.202 15.828
C 8.588 -2.787 16.762
C 7.065 -2.600 18.565
C 6.063 -2.036 17.688
C 0.916 2.204 16.916
C 2.993 2.652 21.259
C 2.305 0.751 14.915
C 8.245 -3.059 18.059
C 2.639 1.504 20.569
C 2.001 3.570 21.586
C 0.424 2.282 20.481
C 1.363 -0.246 14.602
C 3.694 2.545 16.766
H 1.068 2.613 17.889
H 3.423 3.383 16.137
H 0.599 -1.659 13.121
H 3.749 0.936 11.872
H 0.019 1.626 16.943
H 3.768 2.888 17.775
H 3.857 2.003 14.104
H 0.859 2.963 16.147
H 0.800 -0.708 15.432
H 4.658 2.162 16.476
H 2.274 4.434 22.110
H 2.411 -0.989 11.475
H 4.035 2.829 21.527
H -0.095 4.046 21.500
H -0.572 1.989 20.167
*
```

Properties
Orbital gap (alpha / beta) ... 8.66 / 5.42 eV
E_HOMO (alpha / beta) ... -11.10 / -11.09 eV
Relative energy (zero: lowest compared OMol25 entry of this formula, charge and spin) ... 0.0 kcal per mole

Results of the Löwdin charge analysis, in e, for atoms 1 through 4: Pb 1.086; Cl 0.770; Cl 0.742; Cl 0.778

(6)
The following is a quantum chemistry calculation of an isolated molecule of BrF2H2PSi in a non-equilibrium geometry, from the OMol25 dataset.

The geometry in ORCA input format:
```
! RIJCOSX wB97M-V def2-TZVPD def2/J DEFGRID3
* xyz 0 1
Br -1.854 -1.510 0.027
P 1.702 0.215 0.060
Si -0.735 0.373 0.012
F -1.306 1.238 1.216
F -1.239 1.176 -1.266
H 1.701 -0.837 0.975
H 1.731 -0.656 -1.024
*
```

Properties
Orbital gap ... 10.55 eV
SMILES string ... F[Si](F)(P)Br
E_HOMO ... -10.25 eV
Relative energy (zero: lowest compared OMol25 entry of this formula, charge and spin) ... 0.0 kcal per mole

Results of the Löwdin charge analysis, in e, for atoms 1 through 4: Br 0.380; P 0.590; Si -0.228; F -0.182

(7)
The following is a quantum chemistry calculation of the ion C8H12NO5 with charge -1 in a non-equilibrium geometry, from the OMol25 dataset.

The geometry in ORCA input format:
```
! RIJCOSX wB97M-V def2-TZVPD def2/J DEFGRID3
* xyz -1 1
O -0.984 1.903 1.050
O -4.370 -0.248 0.081
O -0.870 -2.275 -1.035
O -2.236 -0.532 -0.911
O -2.691 -1.106 1.284
N -1.050 -1.055 -0.737
C -0.849 1.415 -0.013
C 1.987 0.901 -0.024
C 1.926 -1.548 -0.326
C 1.194 -0.376 0.282
C -1.309 1.998 -1.367
C 0.994 -0.598 1.867
C -3.289 -0.624 0.374
C -0.222 -0.250 -0.278
H 0.275 0.196 2.057
H 2.630 -1.289 -1.091
H -1.350 3.071 -1.201
H 1.315 -2.318 -0.683
H 1.779 1.793 0.808
H 1.710 1.135 -1.031
H -2.185 1.563 -1.717
H -0.516 1.804 -2.006
H 3.015 0.763 0.155
H 2.088 -0.621 2.166
H 0.473 -1.605 1.822
H 2.536 -2.097 0.473
*
```

Properties
Orbital gap ... 7.99 eV
SMILES string ... CC(=O)/C(=[N+](/[O-])OC(=O)[O-])C(C)(C)C
E_HOMO ... -4.77 eV
Relative energy (zero: lowest compared OMol25 entry of this formula, charge and spin) ... 84.3 kcal per mole

Results of the Löwdin charge analysis, in e, for atoms 1 through 4: O 0.104; O 0.077; O -0.048; O -0.059

Q: What is the relative energy (zero: lowest compared OMol25 entry of this formula, charge and spin) in the fifth record?
A: 0.0 kcal per mole